(1)
28
Properties=species:S:1:pos:R:3 method="wB97M-V/def2-TZVPD" gap_ev="6.09 / 6.09" homo_energy_ev="-8.1880 / -8.1850"
C 1.060 -2.690 0.116
C 1.886 -1.652 0.247
C -0.716 -1.108 -0.489
C 0.163 -0.006 -0.370
C -0.297 -2.419 -0.281
C 1.549 -0.287 -0.229
C -1.728 1.591 -0.852
C 0.604 2.470 -0.420
C -0.317 1.243 -0.277
N 0.389 0.975 2.330
N -1.173 -3.412 -0.428
N 2.486 0.484 -0.549
O -1.105 2.867 1.958
O -2.084 0.652 1.686
S -0.878 1.457 1.721
H 1.323 -3.696 0.284
H 2.997 -1.644 0.528
H -1.884 -0.962 -0.648
H -1.654 1.576 -1.858
H -1.972 2.626 -0.643
H -2.453 0.957 -0.442
H 0.026 3.334 -0.458
H 1.309 2.608 0.434
H 1.322 2.279 -1.298
H -0.905 -4.349 -0.489
H -1.922 -3.111 -1.012
H 3.526 0.166 -0.508
H 0.446 0.051 1.947

---

(2)
27
Properties=species:S:1:pos:R:3 method="wB97M-V/def2-TZVPD" gap_ev="5.05 / 6.48" homo_energy_ev="-4.9362 / -6.3921" spin_multiplicity=4
C 2.393 -1.397 -0.499
C 3.062 -2.064 0.522
C 2.426 -2.977 1.409
C 1.081 -3.395 1.225
C 0.282 -3.014 0.143
Cr 0.804 -1.230 0.462
P -0.027 -0.781 -1.675
H 2.941 -0.642 -1.085
H 4.131 -1.925 0.673
H 3.027 -3.504 2.166
H -0.731 -3.424 -0.009
H 0.737 -4.147 1.943
H -1.390 -0.963 -2.035
H 0.464 -1.657 -2.672
H 0.227 0.442 -2.361
S 0.171 0.610 1.655
C -0.853 1.697 0.808
N -1.886 1.371 0.005
C -2.517 2.544 -0.588
C -1.746 3.704 0.020
N -0.783 3.038 0.880
H -2.111 0.417 -0.251
H -3.579 2.577 -0.330
H -2.426 2.537 -1.677
H -2.377 4.378 0.597
H -1.241 4.281 -0.760
H -0.079 3.525 1.434

---

(3)
23
Properties=species:S:1:pos:R:3 method="wB97M-V/def2-TZVPD" gap_ev=9.54 homo_energy_ev=-8.8007
C -0.878 -0.931 0.199
C -3.062 0.152 -0.199
C 0.894 1.310 -1.220
C 1.780 0.191 1.655
C 1.695 -1.433 -0.839
C -1.953 -0.602 -0.914
N -1.310 -1.817 0.949
Si 0.874 -0.077 0.075
H -3.566 0.828 -0.991
H -2.684 0.834 0.528
H -3.752 -0.503 0.240
H 1.957 1.349 -1.416
H 0.356 0.948 -2.160
H 0.527 2.240 -0.800
H 2.903 -0.051 1.603
H 1.834 1.235 2.129
H 1.396 -0.340 2.528
H 1.158 -2.385 -0.641
H 1.220 -1.186 -1.844
H 2.763 -1.504 -0.882
H -1.325 0.069 -1.747
H -2.359 -1.435 -1.437
H -0.707 -1.965 1.755

---

(4)
64
Properties=species:S:1:pos:R:3 method="wB97M-V/def2-TZVPD" gap_ev="5.08 / 5.08" homo_energy_ev="-11.4957 / -11.4956" total_charge=+1
W 0.000 0.000 0.000
O -0.914 -0.107 4.309
C -0.203 1.056 4.487
C -0.162 1.559 5.790
C 0.521 2.744 6.056
C 1.165 3.418 5.021
C 1.124 2.906 3.718
C 0.438 1.714 3.416
C 0.424 1.260 1.952
O -0.399 0.326 1.816
N 1.218 1.899 1.127
N 1.037 1.537 -0.216
C 2.069 0.957 -0.725
C 2.040 0.483 -2.122
C 3.063 0.940 -2.971
C 3.056 0.582 -4.314
C 2.038 -0.237 -4.788
C 1.040 -0.698 -3.915
C 0.992 -0.367 -2.546
O 0.080 -0.809 -1.767
H -0.869 -0.218 3.310
H -0.675 1.024 6.580
H 0.545 3.141 7.065
H 1.695 4.345 5.212
H 1.618 3.450 2.916
H 3.007 0.823 -0.162
H 3.828 1.601 -2.580
H 3.823 0.950 -4.984
H 1.999 -0.522 -5.833
H 0.251 -1.340 -4.307
N -3.789 1.282 -0.760
C -2.947 0.508 -1.832
C -3.780 0.436 -3.105
P -1.355 1.516 -2.056
O -2.065 2.941 -2.437
O -0.520 1.210 -3.259
O -0.866 1.790 -0.658
P -2.647 -1.240 -1.113
O -4.124 -1.362 -0.395
O -2.675 -2.360 -2.110
O -1.746 -1.133 0.081
H -4.084 2.182 -1.126
H -3.039 1.432 -0.053
H -4.462 0.607 -0.384
H -4.025 1.433 -3.484
H -4.713 -0.112 -2.939
H -3.222 -0.087 -3.888
H -1.302 3.534 -2.586
H -4.076 -2.247 0.023
C 1.288 -3.353 1.912
C 0.080 -3.206 0.963
O 0.048 -1.919 0.577
C 0.227 -4.194 -0.205
F 1.353 -3.972 -0.938
F 0.341 -5.478 0.235
F -0.813 -4.183 -1.073
C -1.196 -3.660 1.691
F -1.456 -2.917 2.803
F -2.313 -3.619 0.926
F -1.089 -4.941 2.140
H 2.233 -3.099 1.415
H 1.383 -4.384 2.274
H 1.196 -2.709 2.796
H 1.657 -0.412 0.365

---

(5)
69
Properties=species:S:1:pos:R:3 method="wB97M-V/def2-TZVPD" gap_ev="3.81 / 4.35" homo_energy_ev="-12.4131 / -12.4142" spin_multiplicity=2 total_charge=+2
Re -0.865 -0.236 -0.289
N -1.422 3.625 1.462
C -1.288 2.577 0.664
O -0.777 1.520 1.085
C -1.796 2.677 -0.752
C -1.307 1.475 -1.570
H -1.093 3.581 2.417
H -1.786 4.502 1.125
H -1.452 3.615 -1.194
H -2.888 2.702 -0.723
H -0.364 1.748 -2.049
H -2.021 1.237 -2.359
C 2.476 0.645 1.274
O 1.429 -0.303 1.391
C 1.290 -0.996 2.542
C 2.038 -0.827 3.697
C 1.762 -1.622 4.810
Br 2.810 -1.389 6.378
C 0.718 -2.527 4.817
C -0.071 -2.680 3.673
C 0.268 -1.964 2.518
O -0.382 -2.130 1.319
C -1.269 -3.496 3.726
N -1.496 -4.455 4.588
C -2.769 -4.877 4.387
C -3.526 -5.850 5.050
C -4.830 -6.028 4.647
C -5.384 -5.289 3.595
C -4.650 -4.329 2.912
C -3.349 -4.124 3.328
N -2.355 -3.275 2.901
H 3.451 0.160 1.350
H 2.388 1.434 2.022
H 2.368 1.075 0.281
H 2.840 -0.109 3.744
H 0.485 -3.108 5.695
H -0.760 -3.021 1.265
H -3.089 -6.423 5.851
H -5.450 -6.751 5.152
H -6.409 -5.470 3.309
H -5.080 -3.771 2.093
H -2.500 -2.482 2.293
O 0.997 -0.154 -1.158
C 1.425 -0.708 -2.180
C 0.727 -1.634 -3.008
C 1.334 -2.070 -4.195
C 0.701 -2.991 -4.992
C -0.546 -3.527 -4.640
C -1.163 -3.119 -3.489
C -0.570 -2.141 -2.649
O -1.221 -1.767 -1.601
N 1.342 -3.425 -6.229
O 2.413 -2.934 -6.486
O 0.747 -4.236 -6.888
H 2.452 -0.475 -2.482
H 2.295 -1.680 -4.500
H -0.999 -4.254 -5.299
H -2.126 -3.511 -3.198
C -5.898 -0.957 -0.868
N -5.189 -0.159 0.120
C -5.966 0.838 0.834
C -3.915 -0.226 0.199
N -2.750 -0.330 0.276
H -6.711 -1.504 -0.394
H -5.223 -1.662 -1.346
H -6.329 -0.304 -1.628
H -6.795 0.348 1.344
H -6.378 1.558 0.125
H -5.354 1.357 1.570

---

(6)
65
Properties=species:S:1:pos:R:3 method="wB97M-V/def2-TZVPD" gap_ev=5.01 homo_energy_ev=-3.3188 total_charge=-1
C 6.130 7.928 -5.467
C 7.375 7.088 -5.470
C 7.483 6.444 -6.891
O 8.506 7.791 -5.053
H 6.313 8.938 -5.834
H 5.664 8.058 -4.490
H 5.438 7.478 -6.179
H 7.191 6.275 -4.767
H 8.208 5.640 -6.762
H 7.856 7.139 -7.643
H 6.603 5.920 -7.266
O 4.516 1.199 -8.978
H 4.841 1.725 -9.709
H 5.154 0.491 -8.888
O 10.151 12.437 -3.242
H 10.146 11.520 -3.518
H 9.960 12.407 -2.305
O 12.703 6.755 -1.522
H 12.102 7.020 -2.218
H 13.548 7.119 -1.783
O 9.067 8.576 0.355
H 9.838 8.045 0.555
H 8.834 8.334 -0.541
O 2.498 10.031 -9.495
H 3.083 9.291 -9.657
H 2.367 10.031 -8.547
O 10.610 2.789 -1.447
H 11.080 3.439 -1.970
H 10.406 3.241 -0.628
O 13.335 7.525 -6.546
H 13.949 7.965 -5.959
H 12.470 7.777 -6.222
O 7.911 14.461 -6.377
H 8.405 13.925 -5.756
H 8.175 14.136 -7.237
O 8.084 10.993 -10.478
H 7.829 10.445 -9.736
H 9.032 10.881 -10.545
O 4.793 6.077 -12.551
H 4.530 6.478 -13.380
H 5.658 5.706 -12.727
O 10.913 1.284 -10.046
H 10.047 0.966 -10.302
H 11.214 1.794 -10.798
O 2.351 3.812 -5.917
H 2.998 4.399 -5.525
H 2.861 3.239 -6.489
O 3.671 9.488 1.167
H 3.178 9.342 1.974
H 4.132 8.663 1.015
O 6.322 2.439 -1.150
H 5.732 2.866 -1.771
H 7.160 2.389 -1.609
O 13.206 2.896 -6.229
H 12.439 2.553 -6.688
H 13.029 3.831 -6.132
O 3.227 14.044 -7.250
H 3.346 13.666 -8.122
H 4.112 14.275 -6.966
O 12.613 5.914 -11.114
H 12.473 6.160 -10.199
H 13.558 6.000 -11.243
O 6.458 13.185 -0.334
H 6.414 12.627 -1.110
H 5.769 12.850 0.241

---

Number 1: electronic energy -1063.5081 Ha. Number 2: electronic energy -2206.5537 Ha. Number 3: electronic energy -581.8123 Ha. Number 4: electronic energy -3040.7345 Ha. Number 5: electronic energy -4551.9392 Ha. Number 6: electronic energy -1569.5789 Ha.